{"formula": "CH4Cl2N3S", "method": "wB97M-V/def2-TZVPD", "elements": ["Cl", "Cl", "S", "N", "N", "N", "C", "H", "H", "H", "H"], "positions_angstrom": [[-0.3639, -0.6550, -2.7967], [0.2994, 2.0060, -1.6752], [-1.4307, -1.2477, 1.8872], [0.9651, -0.1637, 0.9792], [-0.9263, 0.0945, -0.3736], [0.0243, 0.2604, -1.3562], [-0.5186, -0.4558, 0.8013], [1.2166, 0.8606, 1.2423], [1.3738, -0.8431, 1.6325], [1.3527, -0.0127, 0.0425], [-1.9923, 0.1566, -0.3831]], "forces_ev_per_angstrom": [[0.06, 0.59, 0.45], [-0.33, -0.85, -0.16], [1.05, 0.74, -0.71], [-0.12, 2.26, 0.59], [-1.53, -0.30, 1.02], [-0.39, 0.65, -0.38], [-0.05, -0.04, 0.77], [-1.18, -1.79, 0.74], [0.28, 0.25, -0.45], [0.44, -1.60, -0.72], [1.78, 0.08, -1.16]], "gap_ev": 9.15, "charge": 1, "smiles": "[NH3+]C(=S)NN(Cl)Cl", "lumo_ev": -4.99, "e_above_lowest_kj_mol": 62.77}